This record from the OMol25 dataset describes a molecular structure, C20H31AuN2O2Sb in a non-equilibrium geometry. The level of theory is the ωB97M-V functional and the def2-TZVPD basis.

Last column: Mulliken charge in e.
Geometry (Å):
Au1 1.78198 0.68678 1.23091  0.370
Sb1 0.88948 -2.51842 1.35401  0.667
O1 0.23638 0.35858 2.45511  -0.864
O2 3.14618 0.85618 -0.27999  -0.784
N1 1.31838 1.70058 -1.47469  -0.591
N2 0.62458 1.70348 -0.38189  0.212
C1 -3.48912 0.35238 1.71611  2.142
C2 -1.99732 0.56108 1.45701  0.292
C3 0.77968 -4.66542 0.83151  -1.494
C4 -1.16922 1.83628 3.65091  -2.027
C5 3.05818 -2.58712 1.30681  -1.085
C6 -1.32222 1.87548 1.07461  -1.316
C7 4.32388 0.03678 -2.68759  -0.524
C8 -0.89002 1.11958 2.33321  1.785
C9 -3.85442 0.30198 3.20361  -1.908
C10 -0.63262 2.01608 -0.22469  -0.046
C11 -1.41352 2.56038 -1.39499  -1.213
C12 4.31728 0.03918 -5.09409  -0.351
C13 2.66518 1.31858 -3.89829  -0.261
C14 -3.85582 -1.01292 1.11831  -1.993
C15 3.19048 0.88278 -2.65889  0.679
C16 0.73188 -2.02752 -0.74219  -0.970
C17 2.55388 1.19098 -1.41989  0.019
C18 3.22538 0.90558 -5.08099  -0.574
C19 4.85778 -0.38112 -3.88009  -0.518
C20 -4.33412 1.43448 1.02931  -1.744
H1 1.81678 1.98758 -3.88439  0.419
H2 -0.30692 -1.90602 -1.03139  0.335
H3 -3.19292 -0.38092 3.72861  0.342
H4 -1.08042 2.06898 -2.30849  0.366
H5 1.43268 -4.86122 -0.01329  0.403
H6 1.17508 -2.82262 -1.33219  0.509
H7 -0.29612 2.43928 3.89281  0.446
H8 -5.39282 1.19388 1.11351  0.468
H9 1.25738 -1.10242 -0.93959  -0.018
H10 3.40268 -3.55202 0.94821  0.387
H11 -3.72352 -1.00732 0.03971  0.420
H12 1.08788 -5.28992 1.66441  0.349
H13 -3.21862 -1.78632 1.54451  0.436
H14 3.46918 -2.40342 2.29401  0.352
H15 -2.48312 2.40968 -1.26749  0.293
H16 -4.88062 -0.05032 3.31661  0.475
H17 3.40138 -1.80252 0.64251  0.146
H18 4.74758 -0.28972 -6.02949  0.374
H19 -2.03802 2.48748 3.60671  0.412
H20 5.71078 -1.04922 -3.88339  0.361
H21 -1.57902 -0.25652 0.87531  0.225
H22 -1.28792 1.09908 4.44381  0.367
H23 2.81068 1.24498 -6.02309  0.352
H24 4.74478 -0.29262 -1.74659  0.344
H25 -3.78542 1.28188 3.66371  0.344
H26 -4.08362 1.49958 -0.02759  0.187
H27 -4.89562 -1.25832 1.33101  0.478
H28 -0.23432 -4.94112 0.55721  0.388
H29 -4.16272 2.40798 1.48601  0.358
H30 -1.23712 3.63268 -1.51019  0.285
H31 -1.92002 2.75488 1.30531  0.497

Output
total charge: -1
energy: -38546.277 eV
strongest force on any atom: 4.77 eV/A
HOMO-LUMO gap: 5.94 eV
lowest unoccupied orbital energy: 2.88 eV
relative energy (zero: lowest compared OMol25 entry of this formula, charge and spin): 130.9 kJ/mol

***

This record from the OMol25 dataset describes 8 unconnected molecules or ions with the total composition C20H31BCl21FN5O8S2 in a non-equilibrium geometry. The level of theory is the ωB97M-V functional and the def2-TZVPD basis.

Last column: Mulliken charge in e.
Geometry (Å):
Cl1 5.75702 5.99312 -2.88657  -0.107
Cl2 6.91739 1.01605 7.61710  -0.125
Cl3 8.33426 -0.54940 5.62331  -0.135
Cl4 -2.57555 -3.12749 2.66920  -0.008
Cl5 8.13583 2.33323 5.33461  -0.130
Cl6 -3.93657 -2.21628 5.06480  -0.130
Cl7 2.91539 -6.69456 0.53071  -0.043
Cl8 3.80212 -4.20000 3.31237  -0.043
Cl9 6.01888 3.13813 -3.33168  -0.124
Cl10 -6.01836 0.07946 -4.01859  -0.119
Cl11 -4.93258 1.30060 -6.41665  -0.101
Cl12 1.66182 -2.98703 -4.49994  -0.130
Cl13 1.60017 -5.28227 -1.63655  -0.121
Cl14 -1.15333 -3.09493 -5.20423  -0.113
Cl15 0.25323 -5.62619 0.91869  -0.090
Cl16 5.16224 -5.48023 5.53513  -0.121
Cl17 -4.56375 -1.53836 -5.94165  -0.075
Cl18 -1.85652 -4.23148 5.25219  -0.104
Cl19 0.62975 -1.29676 -6.62205  -0.110
Cl20 3.65658 4.18857 -2.00632  -0.114
Cl21 5.45696 -6.54332 2.85015  -0.123
S1 3.02067 1.13841 3.57428  1.271
S2 -1.94829 2.94094 -4.23590  -0.203
F1 -4.65746 4.09843 -0.58838  -0.274
O1 4.05205 0.39843 4.21847  -0.635
O2 0.16445 -0.05337 -0.21172  -0.053
O3 -2.00561 -0.13248 -0.92121  -0.824
O4 0.46346 -1.25577 -2.23630  -0.387
O5 2.95907 2.48611 4.04970  -0.668
O6 0.38205 2.66822 -2.78900  -0.171
O7 3.39072 1.17649 2.01789  -0.379
O8 0.10455 -2.46031 -0.19148  -0.030
N1 -1.23340 1.76091 0.34140  -0.102
N2 0.68171 4.64723 -2.03236  -0.296
N3 -2.95465 1.94491 -1.27649  0.159
N4 -0.43998 4.64231 -2.78238  -0.500
N5 -3.18803 2.92968 0.81278  -0.033
C1 0.48570 -2.85544 -5.81572  -0.092
C2 1.37362 -6.35125 -0.23537  -0.116
C3 -1.55985 -0.42488 1.42471  -1.152
C4 5.24708 -5.08323 3.82172  -0.006
C5 -2.63623 0.41446 -3.23172  0.172
C6 1.43051 0.37991 3.85628  -0.848
C7 7.32538 0.87268 5.90491  0.537
C8 -3.16960 -3.59356 4.26928  -0.082
C9 1.17794 3.44777 -2.02192  -0.020
C10 5.40834 4.39022 -2.25417  0.012
C11 -4.53580 3.46861 0.60511  0.089
C12 0.37419 0.65827 2.76443  0.282
C13 -1.80516 1.13001 -4.32551  -0.625
C14 -2.49501 2.22833 -0.04264  0.027
C15 -5.60865 2.38512 0.84286  -1.024
C16 -0.42291 -0.60136 2.42890  -0.636
C17 -0.62182 3.44521 -3.23893  0.690
C18 -2.11378 0.90655 -1.87529  -0.030
C19 -1.13964 0.27914 0.11492  1.029
C20 -5.64450 -0.16100 -5.73120  -0.069
B1 0.25778 -1.29024 -0.87417  0.402
H1 -0.75943 0.83388 -4.23103  0.307
H2 0.27588 -1.38641 2.13724  0.400
H3 -6.27918 2.73348 1.62565  0.339
H4 1.11647 -1.90939 -2.51729  0.055
H5 -0.88347 -0.94171 3.36063  0.572
H6 0.94431 -7.27981 -0.58832  0.364
H7 -6.18530 2.15363 -0.05052  0.358
H8 -2.43463 -0.65212 -3.32867  0.399
H9 -2.17219 0.83827 -5.30779  0.577
H10 -3.91170 -4.37104 4.14348  0.374
H11 -2.40754 0.09851 1.87640  0.160
H12 0.69978 -3.63507 -6.53512  0.419
H13 -1.91383 -1.41455 1.11420  0.021
H14 -1.10574 1.26603 -2.06777  -0.136
H15 6.40681 0.75298 5.34327  -0.123
H16 6.10624 -4.44489 3.66320  0.294
H17 -5.12666 1.50065 1.26103  0.293
H18 -0.29633 1.42470 3.16481  0.113
H19 1.10195 0.74933 4.82479  0.387
H20 -2.74344 3.11447 1.70220  0.337
H21 1.57665 -0.69677 3.96362  0.581
H22 2.73038 1.73303 1.57933  0.365
H23 -0.52583 2.21816 -0.23936  0.080
H24 -3.94405 1.71211 -1.29205  0.357
H25 5.90030 4.28562 -1.29559  0.303
H26 0.81561 1.11324 1.87912  -0.242
H27 2.06058 3.09453 -1.50281  0.481
H28 -6.56974 -0.36726 -6.25328  0.409
H29 0.49305 -3.17670 -0.71295  -0.095
H30 -4.66647 4.22393 1.38020  0.396
H31 -3.68636 0.67285 -3.37638  -0.395

Output
total charge: +1
energy: -333103.940 eV
strongest force on any atom: 3.03 eV/A
HOMO-LUMO gap: 8.26 eV
lowest unoccupied orbital energy: -3.25 eV
relative energy (zero: lowest compared OMol25 entry of this formula, charge and spin): 79.6 kJ/mol

***

This record from the OMol25 dataset describes a molecular structure, C20H31BN4O5PPt in a non-equilibrium geometry. The level of theory is the ωB97M-V functional and the def2-TZVPD basis.

Last column: Mulliken charge in e.
Geometry (Å):
Pt1 -0.06520 0.08683 -0.48537  0.141
P1 -0.31594 2.46361 -1.03100  0.131
O1 0.76578 3.52270 -0.54723  -0.333
O2 -1.65390 3.19817 -0.57865  -0.258
O3 -0.25489 -2.84560 -1.25716  -0.387
O4 0.12062 -2.62589 0.98689  -0.522
O5 -0.29416 2.69308 -2.60346  -0.358
N1 -2.12376 -0.24023 -0.73428  0.048
N2 -4.37434 -0.72672 -0.47770  0.182
N3 -3.24603 0.33620 1.24854  0.178
N4 1.81798 0.13730 -0.39718  -0.237
C1 -1.75128 4.03373 0.58421  -0.771
C2 -5.42615 -1.22801 0.39892  -1.272
C3 0.05992 -5.05364 1.52244  -1.141
C4 -0.85833 1.75248 -3.52409  -0.395
C5 5.18082 -0.96178 -1.22280  -0.722
C6 -4.30187 1.29017 1.57836  -1.132
C7 -0.40760 -5.32897 -1.27380  -1.033
C8 4.11954 -0.40028 -0.54325  -0.125
C9 2.17248 3.34787 -0.76272  -0.610
C10 -0.23669 -4.09941 -0.67745  0.690
C11 4.96648 -1.54710 -2.46515  -0.186
C12 2.62795 -1.07217 -2.34100  0.269
C13 -0.11245 -6.30326 0.93103  -0.491
C14 -4.49560 -1.07521 -1.88159  -1.201
C15 2.82382 -0.44750 -1.08739  0.402
C16 3.69680 -1.60171 -3.03096  -1.004
C17 -0.00895 -3.96605 0.68225  0.825
C18 -3.21086 -0.21134 -0.00037  0.509
C19 -0.34077 -6.43745 -0.43428  -0.546
C20 -2.02265 0.54111 2.01134  -0.946
B1 -0.02976 -1.94997 -0.21941  0.824
H1 -0.46696 -7.42571 -0.85508  0.398
H2 -0.26940 1.80256 -4.43583  0.267
H3 -4.73345 1.06411 2.55438  0.329
H4 -6.32685 -0.61410 0.33922  0.351
H5 -5.54948 -1.20757 -2.11380  0.402
H6 0.24116 -4.93954 2.58180  0.493
H7 2.64697 4.26684 -0.43291  0.297
H8 -3.88267 2.29981 1.60678  0.254
H9 1.61799 -1.11772 -2.73066  0.319
H10 -0.57914 -5.42451 -2.33703  0.494
H11 -5.07600 -1.25176 1.42626  0.384
H12 -1.36427 -0.31930 1.91766  0.247
H13 5.80512 -1.97268 -3.00223  0.409
H14 3.55186 -2.07287 -3.99365  0.417
H15 -0.82033 0.73796 -3.11782  0.057
H16 -2.21325 -0.94371 -1.45665  0.253
H17 -2.80614 4.26211 0.70855  0.250
H18 -1.88984 2.02655 -3.73831  0.240
H19 -3.97608 -2.00918 -2.12465  0.359
H20 -5.08724 1.27257 0.82979  0.415
H21 -1.37596 3.52202 1.47150  0.358
H22 -1.18828 4.95102 0.43274  0.326
H23 -2.30102 0.64222 3.06121  0.369
H24 -1.48626 1.44615 1.70731  0.156
H25 2.37486 3.19203 -1.82274  0.280
H26 -0.06541 -7.18945 1.54900  0.401
H27 -4.10544 -0.27283 -2.50815  0.370
H28 4.24715 0.06787 0.42446  0.459
H29 6.17542 -0.93863 -0.79954  0.404
H30 -5.68056 -2.24547 0.09990  0.472
H31 2.53684 2.50414 -0.17818  0.242

Output
total charge: +1
energy: -50649.654 eV
strongest force on any atom: 1.24 eV/A
HOMO-LUMO gap (alpha / beta): 6.27 / 6.24 eV
lowest unoccupied orbital energy (alpha / beta): -4.64 / -4.67 eV
relative energy (zero: lowest compared OMol25 entry of this formula, charge and spin): 67.8 kJ/mol